# 1
ORCA calculation (ωB97M-V/def2-TZVPD) on C14H10CaClF3N4O12S2 as an isolated structure in a non-equilibrium geometry.

Element x y z (Å)
Ca  -0.263  -0.357  -0.505
C  1.840  0.815  3.772
C  1.158  0.922  2.430
N  1.665  0.541  1.321
N  2.894  0.014  1.274
C  3.365  -0.631  0.156
N  4.623  -1.180  0.378
S  2.586  -0.786  -1.271
C  -0.253  1.353  2.411
C  -0.920  1.793  3.557
C  -2.278  2.045  3.489
C  -2.935  1.914  2.276
C  -2.187  1.513  1.180
N  -0.900  1.219  1.253
H  2.911  0.640  3.691
H  1.391  -0.017  4.320
H  1.710  1.729  4.349
H  3.375  -0.193  2.137
H  5.269  -0.603  0.899
H  5.008  -1.519  -0.489
H  -0.406  1.893  4.502
H  -2.823  2.321  4.383
H  -3.993  2.116  2.184
H  -2.637  1.395  0.198
O  -2.337  -3.676  -5.246
C  -1.991  -3.074  -4.243
C  -2.675  -1.878  -3.657
O  -3.728  -1.388  -4.052
C  -1.847  -1.439  -2.530
C  -0.761  -2.367  -2.346
O  0.075  -2.255  -1.398
C  -0.811  -3.402  -3.380
O  -0.053  -4.354  -3.527
O  -2.012  -0.424  -1.789
O  -1.129  -1.237  3.075
Cl  -0.934  -1.983  1.850
O  -1.219  -3.361  2.099
O  0.434  -1.824  1.438
O  -1.813  -1.465  0.842
F  0.417  2.897  -4.815
C  -0.078  2.768  -3.567
F  -1.406  2.648  -3.677
F  0.165  3.937  -2.922
S  0.772  1.376  -2.638
O  0.457  0.188  -3.377
O  2.130  1.859  -2.704
O  0.143  1.516  -1.332

Cartesian forces, eV/Å:
0.64 -0.69 1.44
-0.08 -0.03 -0.18
0.68 -0.17 0.15
-0.52 0.25 -0.07
0.44 -0.01 0.38
-0.25 0.06 -0.69
-0.01 0.04 0.13
0.54 -0.25 0.57
-0.58 0.26 -0.02
0.20 -0.01 -0.06
-0.05 0.00 -0.14
0.12 0.12 0.18
-0.23 0.07 -0.17
0.07 0.34 0.54
-0.01 0.04 0.05
0.01 0.02 0.05
-0.01 0.00 0.03
-0.06 -0.11 0.05
-0.01 0.04 -0.01
0.06 -0.05 0.01
0.03 -0.05 0.00
0.01 0.06 0.00
0.00 -0.06 -0.05
-0.05 -0.08 0.04
-0.02 -0.02 0.02
-0.04 -0.11 -0.18
-0.12 0.19 0.16
0.02 0.03 -0.03
0.06 -0.48 -0.27
-0.51 -0.08 -0.24
0.17 -1.41 -0.85
0.17 -0.01 0.15
-0.01 -0.01 -0.04
-0.94 0.07 -0.55
-0.03 0.17 0.15
-0.51 -1.34 2.05
0.01 -0.11 -0.15
0.48 0.13 -0.40
-0.55 0.04 -0.25
-0.03 -0.05 0.18
0.05 -0.07 0.15
0.17 -0.10 0.10
-0.09 -0.16 -0.18
0.21 2.18 -1.80
0.03 -0.18 0.27
0.10 -0.14 0.13
0.43 1.65 -0.64

Charge: -2
Frontier orbital gap: 4.624 eV



# 2
ORCA calculation (ωB97M-V/def2-TZVPD) on C14H10F5FeN as an isolated structure in a non-equilibrium geometry.

Element x y z (Å)
C  0.860  -1.069  -1.693
C  -0.543  -1.088  -1.972
C  -1.203  -1.825  -0.933
C  -0.192  -2.305  -0.035
C  1.089  -1.796  -0.472
Fe  -0.211  -0.293  -0.065
C  -1.313  1.276  -0.653
C  0.106  1.741  -0.934
C  0.597  2.430  -2.000
N  0.960  1.070  -0.099
H  -2.263  -2.051  -0.901
H  -1.016  -0.681  -2.864
H  -0.328  -3.019  0.756
H  2.054  -2.012  -0.015
H  1.625  -0.656  -2.344
H  -1.963  1.147  -1.520
H  1.864  1.438  0.163
H  -1.818  1.838  0.136
H  -0.101  2.971  -2.631
H  1.661  2.294  -2.225
F  -1.362  -2.253  2.400
C  -1.228  -0.935  2.749
C  -0.815  0.066  1.864
C  -0.815  1.327  2.465
F  -0.395  2.453  1.821
C  -1.190  1.599  3.793
F  -1.177  2.863  4.245
C  -1.572  0.558  4.632
F  -1.922  0.807  5.905
C  -1.568  -0.728  4.098
F  -1.886  -1.764  4.895

Cartesian forces, eV/Å:
0.11 -2.20 -1.24
0.82 -1.27 -1.13
0.08 -1.70 -0.97
0.86 -1.48 -0.85
-0.20 -1.84 -1.77
-1.85 0.67 3.91
-0.30 2.19 -0.90
-0.10 0.42 -0.24
-0.19 0.29 -0.40
1.96 2.69 1.09
0.19 0.11 0.14
0.15 0.21 0.44
-0.01 0.26 0.07
-0.33 0.25 -0.02
-0.26 0.33 0.35
0.08 0.39 -0.29
0.05 0.31 -0.63
0.01 -0.14 -0.07
0.27 0.07 -0.29
-0.31 0.41 -0.20
-0.06 -0.01 0.00
-0.21 1.37 1.11
-0.91 -0.51 2.38
-0.09 -0.25 0.90
-0.11 -0.15 0.15
0.14 -1.00 -1.08
-0.05 0.51 0.50
0.42 -0.08 -1.18
-0.18 -0.05 0.59
0.29 0.69 -0.92
-0.27 -0.50 0.55

Charge: -2
2S+1: 5
⟨S²⟩: 6.07
Frontier orbital gap (spin up / spin down): 3.035 / 4.784 eV



# 3
ORCA calculation (ωB97M-V/def2-TZVPD) on one molecule with the formula C14H10FN3O2S2 in a non-equilibrium geometry.

Element x y z (Å)
O  -3.484  1.306  0.664
C  -3.824  0.275  0.095
N  -2.984  -0.611  -0.406
C  -1.728  -0.606  -0.350
N  -0.942  -1.650  -0.910
N  0.255  -1.231  -0.550
C  0.388  -0.115  0.119
S  1.995  0.735  0.161
C  3.029  -0.642  -0.411
C  4.542  -0.263  -0.366
C  4.910  0.807  -1.357
C  6.179  1.131  -1.504
C  7.185  0.465  -0.517
C  6.746  -0.083  0.659
C  5.396  -0.601  0.505
F  4.921  -1.418  1.764
S  -1.027  0.964  0.412
C  -5.406  0.150  -0.273
C  -6.000  -1.086  -0.545
C  -7.442  -1.003  -0.386
C  -7.471  0.579  0.165
O  -6.367  0.862  0.521
H  -3.561  -1.506  -0.606
H  2.888  -1.504  0.279
H  2.587  -0.835  -1.147
H  4.253  0.961  -2.034
H  6.728  1.781  -2.266
H  8.151  0.926  -0.341
H  7.421  -0.652  1.466
H  -5.703  -2.028  -1.085
H  -8.267  -1.328  -0.717
H  -8.305  0.989  0.563

Cartesian forces, eV/Å:
0.04 -0.83 -0.27
-4.64 4.57 0.85
-7.93 -4.52 -1.33
5.26 -0.69 -1.19
-3.86 4.97 3.26
3.78 0.90 1.00
1.90 0.91 -1.54
-0.67 -0.27 0.94
6.87 1.83 12.67
-5.31 3.10 -4.96
3.11 -4.03 4.52
5.44 -0.67 1.27
-1.34 3.58 0.73
-0.42 -4.09 -0.49
2.76 -2.05 7.65
1.18 1.81 -3.48
0.84 -4.89 -1.37
3.04 -2.81 2.67
-3.59 -0.95 -1.95
7.97 9.57 3.84
-4.56 -10.10 -2.80
7.88 3.24 -0.73
2.03 1.56 -0.10
0.03 0.67 -0.32
-5.19 -3.22 -11.88
-4.68 1.76 -4.29
-1.52 -0.89 0.98
0.44 -0.21 -1.15
-1.51 1.95 -1.79
0.66 1.37 0.73
-5.65 -3.42 -2.62
-2.35 1.86 1.14

SMILES string: O=C(Nc1nnc(SCc2ccccc2F)s1)c1ccco1
Charge: 0
Frontier orbital gap: 7.496 eV



# 4
ORCA calculation (ωB97M-V/def2-TZVPD) on C14H11BrF6N7O4S2V as an isolated structure.

Element x y z (Å)
V  0.134  0.972  0.307
N  2.639  4.215  0.793
C  2.635  2.913  0.584
N  1.380  2.474  0.776
C  0.683  3.620  1.121
N  1.417  4.685  1.131
C  -0.697  3.436  1.538
C  -1.556  4.412  2.012
N  -2.746  4.079  2.502
C  -3.088  2.801  2.535
C  -2.260  1.804  2.016
N  -1.066  2.133  1.512
H  3.425  4.857  0.741
H  3.499  2.329  0.313
H  -1.276  5.460  2.005
H  -4.045  2.543  2.971
H  -2.553  0.764  2.009
C  1.789  -3.646  2.418
C  1.975  -2.633  1.335
C  2.756  -2.901  0.197
C  2.937  -1.943  -0.786
C  2.331  -0.711  -0.628
Br  2.581  0.630  -1.922
N  1.546  -0.446  0.431
C  1.385  -1.389  1.392
H  2.758  -3.982  2.791
H  1.267  -4.522  2.029
H  1.220  -3.247  3.255
H  3.229  -3.870  0.088
H  3.545  -2.135  -1.660
H  0.753  -1.121  2.233
F  -3.728  0.657  -0.505
C  -3.295  0.136  -1.626
F  -3.129  1.005  -2.557
F  -3.923  -0.928  -1.978
S  -1.439  -0.535  -1.108
O  -1.272  -0.496  0.388
O  -0.535  0.915  -1.299
N  -0.866  -1.725  -1.749
S  -0.828  -1.920  -3.500
O  -1.782  -1.009  -4.024
O  0.553  -1.895  -3.792
C  -1.484  -3.672  -3.563
F  -0.696  -4.426  -2.830
F  -2.708  -3.655  -3.078
F  -1.464  -4.029  -4.819

Cartesian forces, eV/Å:
-0.09 -0.15 -0.53
0.01 -0.12 -0.02
0.05 0.11 0.02
-0.14 0.06 -0.21
0.08 0.03 0.09
-0.02 0.01 0.06
0.01 0.09 0.10
0.04 -0.11 0.01
-0.08 0.07 0.04
0.09 -0.07 -0.04
-0.12 -0.03 0.05
0.00 0.13 -0.13
0.00 -0.01 0.00
0.00 0.00 -0.01
0.01 0.00 0.01
0.00 0.01 0.00
0.01 0.01 0.00
-0.01 -0.01 0.03
0.11 0.08 -0.05
-0.06 0.08 0.00
0.03 0.02 0.13
0.16 -0.09 -0.25
-0.06 -0.08 0.03
-0.17 0.17 -0.16
-0.05 -0.15 0.22
-0.01 0.00 0.00
0.01 -0.01 0.00
-0.01 -0.01 0.00
0.00 -0.01 0.00
0.01 0.01 0.01
-0.02 -0.01 -0.01
0.01 -0.08 -0.23
0.27 -0.01 0.16
-0.03 0.00 0.07
-0.02 0.06 0.04
-0.15 0.18 -0.01
-0.08 -0.13 0.06
0.20 -0.13 0.55
-0.07 0.10 0.01
0.18 -0.02 0.13
-0.07 0.05 -0.06
0.04 0.00 -0.12
-0.05 -0.09 -0.11
0.00 0.01 0.03
0.01 0.00 0.03
-0.01 0.03 0.05

Charge: +3
2S+1: 2
⟨S²⟩: 0.76
Frontier orbital gap (spin up / spin down): 5.666 / 6.280 eV



Energy relative to the best compared isomer or geometry (same formula, charge and spin), respectively: 2.223 0.000 11.796 0.000 eV.
E, respectively: -3895.16170 -2356.99872 -1750.07235 -6136.83459 Eh.